Entry 1:
C21H54O18S5V as an isolated structure in a non-equilibrium geometry, computed with wB97M-V/def2-TZVPD.

Output
**2S+1**: 2
**Max |F|**: 3.390 eV/Å
**HOMO-LUMO gap (alpha / beta)**: 7.643 / 7.753 eV
**ΔE to the lowest compared entry with this formula, charge and spin**: 0.0 kcal per mole
**Net charge**: 0
**E**: -139369.362 eV

Atoms and positions in Å:
1 O 0.256105 1.196676 1.205938
2 V -0.728849 0.203010 0.503599
3 C -4.641367 0.773389 -0.402489
4 C -3.460996 1.738881 -0.231469
5 C -3.891330 3.180855 0.059716
6 O -2.483432 1.361056 0.686609
7 H -5.443671 1.276278 -0.947967
8 H -5.042240 0.457381 0.563598
9 H -4.318338 -0.079399 -0.999484
10 H -2.985096 1.726849 -1.228271
11 H -4.271384 3.291565 1.078684
12 H -4.698167 3.432295 -0.631273
13 H -3.016934 3.828205 0.007422
14 C -2.279342 -3.076611 2.859357
15 C -1.323060 -1.915694 3.169744
16 C -0.219518 -2.421756 4.103555
17 O -0.759197 -1.305665 2.074871
18 H -3.195355 -2.700536 2.395857
19 H -2.508948 -3.638812 3.767995
20 H -1.908563 -3.839449 2.165225
21 H -1.933422 -1.195034 3.734652
22 H 0.245170 -3.377728 3.846016
23 H -0.566475 -2.545703 5.139733
24 H 0.586749 -1.695743 4.250402
25 O 0.946404 -0.886499 -0.585431
26 S 2.198779 -1.441989 -1.048588
27 O 2.952115 -0.887335 -2.144246
28 O 3.148663 -1.437738 0.244395
29 C 2.638131 -2.160967 1.379443
30 C 3.425482 -1.785177 2.614825
31 C 1.949003 -3.196401 -1.352795
32 H 2.785920 -3.229307 1.206496
33 H 1.595752 -1.926599 1.618540
34 H 3.001646 -2.342896 3.453474
35 H 3.341193 -0.731372 2.874611
36 H 4.477019 -2.066044 2.545501
37 H 1.290032 -3.603978 -0.592562
38 H 2.953656 -3.612543 -1.285321
39 H 1.553898 -3.324569 -2.356567
40 O -1.021891 2.305035 -3.712351
41 S -0.090225 1.614424 -2.855712
42 O -0.338314 1.438987 -1.439214
43 O 0.087769 0.131405 -3.465674
44 C 0.409029 0.016425 -4.852404
45 C 0.743758 -1.421211 -5.169072
46 C 1.608159 2.256831 -3.058269
47 H 1.337764 0.551409 -5.062925
48 H -0.419652 0.350106 -5.474569
49 H 0.005227 -2.156591 -4.842774
50 H 1.688694 -1.711066 -4.706759
51 H 0.883411 -1.582607 -6.239475
52 H 1.786829 2.974473 -2.262372
53 H 1.666743 2.678737 -4.056385
54 H 2.275066 1.407133 -2.928074
55 O 2.742018 1.503398 -0.019104
56 S 4.113714 1.850256 0.151994
57 O 5.061221 0.846094 0.537463
58 O 4.647397 2.558157 -1.223310
59 C 5.463457 1.792496 -2.087688
60 C 5.784414 2.574049 -3.347291
61 C 4.313858 3.276109 1.232596
62 H 5.082132 0.801943 -2.351377
63 H 6.434670 1.599674 -1.617303
64 H 4.915687 3.093801 -3.756701
65 H 6.202222 1.899512 -4.092385
66 H 6.520847 3.348090 -3.124464
67 H 3.798298 4.141591 0.824302
68 H 5.376985 3.437024 1.364705
69 H 3.775140 2.984255 2.134232
70 O -1.229273 -2.565730 -2.825586
71 S -2.004054 -2.371914 -1.636442
72 O -1.698352 -1.276328 -0.765074
73 O -3.579317 -2.232669 -2.006285
74 C -4.070170 -3.064140 -3.074351
75 C -5.249712 -2.330060 -3.695273
76 C -2.030192 -3.888698 -0.674544
77 H -4.434359 -4.024993 -2.703497
78 H -3.275705 -3.221148 -3.802746
79 H -5.458539 -2.780847 -4.666228
80 H -5.078142 -1.264739 -3.853124
81 H -6.133967 -2.352507 -3.058363
82 H -1.433885 -3.719069 0.219697
83 H -1.640559 -4.723534 -1.255502
84 H -3.069405 -4.133452 -0.472265
85 O -0.514741 5.314080 4.232736
86 S -0.637003 3.986758 3.718385
87 O 0.173191 3.582376 2.597946
88 O -0.388495 2.963160 4.958245
89 C -0.699588 1.565638 4.751076
90 C 0.035024 0.773500 5.815721
91 C -2.391249 3.693444 3.343516
92 H -0.371493 1.355347 3.726879
93 H -1.780799 1.414107 4.806134
94 H 1.089874 1.030193 5.770751
95 H -0.139881 -0.291209 5.659463
96 H -0.404408 0.985812 6.790827
97 H -2.949778 3.873679 4.259953
98 H -2.507724 2.667981 2.999623
99 H -2.651804 4.434123 2.594873

Forces on atoms 1 to 6 (eV/Å):
O -0.792 -1.212 -0.636
V -0.722 1.931 2.691
C 0.083 0.266 0.322
C 0.842 -0.010 -0.617
C -0.120 -0.603 0.207
O 1.349 -1.802 0.509

Löwdin atomic charge list, values in e, 8 entries: -0.275, 0.980, -0.053, -0.579, -0.058, -0.303, 0.068, 0.079



Entry 2:
C32H42Cl3MgN5O3P as an isolated structure, computed with wB97M-V/def2-TZVPD.

Output
**Max |F|**: 0.699 eV/Å
**HOMO-LUMO gap**: 9.031 eV
**ΔE to the lowest compared entry with this formula, charge and spin**: 16.0 kcal per mole
**Net charge**: +1
**E**: -99759.458 eV

Atoms and positions in Å:
1 Mg -1.046368 0.739862 -0.282007
2 N -0.412699 0.878892 -2.385709
3 C -0.263436 2.283799 -2.787897
4 C 0.643007 2.960312 -1.770302
5 N 0.054861 2.860939 -0.422437
6 C -0.952850 3.920049 -0.232897
7 C -2.112837 3.477062 0.654871
8 N -2.540206 2.151200 0.208561
9 C 1.097871 2.933301 0.607418
10 C 0.632556 2.385581 1.956932
11 N -0.114012 1.133394 1.760020
12 H 0.413492 0.362594 -2.668951
13 H -1.198448 0.448745 -2.862208
14 H -1.252204 2.743725 -2.799014
15 H 0.166140 2.395983 -3.786668
16 H 0.846121 4.000958 -2.050295
17 H 1.595043 2.426637 -1.777863
18 H -1.370523 4.174456 -1.208213
19 H -0.492745 4.827805 0.174501
20 H -2.909922 4.221262 0.571493
21 H -1.823384 3.429474 1.703034
22 H -2.968214 2.241331 -0.710444
23 H -3.288389 1.797479 0.796397
24 H 1.457902 3.961910 0.741984
25 H 1.942352 2.333678 0.274355
26 H -0.004700 3.109829 2.461304
27 H 1.516379 2.246097 2.587415
28 H -0.664665 0.925728 2.585106
29 H 0.542347 0.365703 1.707707
30 C -3.139160 0.172583 3.064752
31 C -2.932025 -1.306448 2.725969
32 C -4.132616 -2.084252 3.279685
33 C -2.768156 -1.480065 1.193933
34 C -3.123479 -2.867338 0.634857
35 O -1.847885 -3.418652 0.273757
36 C -0.929253 -2.458401 0.373689
37 N -1.344442 -1.305339 0.779255
38 C 0.442014 -2.993851 0.139299
39 C 0.540867 -4.391499 0.258285
40 C 1.742177 -5.052761 0.119552
41 C 2.900159 -4.332615 -0.135033
42 C 2.822991 -2.961456 -0.253793
43 C 1.612170 -2.273510 -0.126946
44 P 1.720696 -0.448158 -0.358266
45 C 2.579652 -0.455726 -1.996680
46 C 3.518286 0.483432 -2.417846
47 C 4.031329 0.448264 -3.708520
48 C 3.590726 -0.501844 -4.613504
49 C 2.613548 -1.408870 -4.226689
50 C 2.110484 -1.383694 -2.937218
51 C 2.978577 -0.148504 0.970134
52 C 4.007288 0.788978 0.909220
53 C 4.854929 0.991789 1.990608
54 C 4.670627 0.287537 3.168563
55 C 3.620122 -0.614414 3.262087
56 C 2.784510 -0.828263 2.178904
57 H -3.129037 0.323618 4.144252
58 H -4.113918 0.496656 2.688954
59 H -2.372764 0.805968 2.619436
60 H -2.016729 -1.664682 3.208128
61 H -5.005941 -1.945231 2.637469
62 H -4.383032 -1.714159 4.273926
63 H -3.934219 -3.150310 3.373327
64 H -3.384122 -0.718939 0.722128
65 H -3.734799 -2.812168 -0.261482
66 H -3.581121 -3.543974 1.347891
67 H -0.347885 -4.964338 0.469724
68 H 1.775251 -6.129993 0.210962
69 H 3.850657 -4.838655 -0.240309
70 H 3.725057 -2.397235 -0.454058
71 H 3.870701 1.259150 -1.756124
72 H 4.775655 1.175705 -4.005472
73 H 3.999364 -0.532592 -5.614543
74 H 2.242362 -2.141705 -4.931269
75 H 1.351583 -2.103994 -2.655690
76 H 4.176858 1.379379 0.022620
77 H 5.660793 1.709477 1.907501
78 H 5.338065 0.440412 4.005830
79 H 3.456681 -1.161330 4.181710
80 H 1.983183 -1.552988 2.271570
81 Cl -5.644423 0.996498 -0.878039
82 C -4.789884 0.603093 -2.394646
83 Cl -4.082726 2.092055 -3.079797
84 Cl -5.945346 -0.041887 -3.543648
85 C -3.644076 -0.463532 -2.042916
86 O -3.869154 -1.599468 -2.402929
87 O -2.643640 0.000465 -1.418754

Forces on atoms 1 to 6 (eV/Å):
Mg 0.131 -0.423 0.070
N 0.091 0.076 -0.428
C 0.195 0.085 0.085
C -0.117 -0.012 -0.112
N 0.288 0.311 -0.096
C -0.157 -0.100 0.145

Löwdin atomic charge list, values in e, 8 entries: 0.571, -0.007, -0.198, -0.170, -0.199, -0.150, -0.193, -0.011



Entry 3:
The molecule C17H23FN2O3S in a non-equilibrium geometry, computed with wB97M-V/def2-TZVPD.

Output
**Max |F|**: 1.049 eV/Å
**HOMO-LUMO gap**: 9.792 eV
**SMILES**: O=C([C@@H]1CCCN(S(=O)(=O)c2ccc(F)cc2)C1)N1CCCCC1
**Net charge**: 0
**E**: -40678.110 eV

Atoms and positions in Å:
1 O -3.093066 1.810106 -1.502091
2 C -2.967342 0.992706 -0.604677
3 N -3.997545 0.223355 -0.195121
4 C -5.237886 0.267153 -0.951746
5 H -5.022889 0.795181 -1.883065
6 C -5.725471 -1.151021 -1.218719
7 C -6.076726 -1.856508 0.098628
8 C -5.323536 -1.215813 1.267396
9 C -3.921364 -0.782849 0.849916
10 H -3.359946 -1.658626 0.497451
11 H -3.404286 -0.370704 1.720287
12 H -5.867012 -0.342495 1.631155
13 H -5.243538 -1.921222 2.095265
14 H -5.817817 -2.913720 0.026464
15 H -7.149078 -1.793729 0.289127
16 H -6.590840 -1.120615 -1.880596
17 H -4.931563 -1.692928 -1.735359
18 H -5.996272 0.837679 -0.404256
19 C -1.635592 0.831931 0.117307
20 H -1.538366 -0.147352 0.589760
21 C -0.495776 0.965353 -0.898379
22 N 0.795083 0.880050 -0.251290
23 S 1.261496 -0.668523 0.187360
24 O 0.761483 -1.574204 -0.803683
25 O 0.988803 -0.972656 1.567499
26 C 3.036097 -0.510584 -0.010934
27 C 3.527056 -0.229937 -1.272393
28 C 4.891315 -0.096480 -1.458980
29 C 5.726408 -0.249972 -0.363090
30 C 5.244765 -0.533403 0.903978
31 C 3.876752 -0.665014 1.074630
32 H 3.446378 -0.891269 2.037436
33 H 5.932148 -0.648104 1.726959
34 F 7.053720 -0.118466 -0.537190
35 H 5.313251 0.120318 -2.427371
36 H 2.833200 -0.125892 -2.090374
37 C 0.991211 1.868156 0.789084
38 C -0.118522 1.837928 1.841223
39 C -1.485570 1.939133 1.168901
40 H -2.276876 1.860424 1.918007
41 H -1.589463 2.905910 0.669756
42 H 0.022158 2.663092 2.541327
43 H -0.049327 0.897443 2.389378
44 H 1.962006 1.665062 1.246975
45 H 1.028971 2.849319 0.304502
46 H -0.539481 0.156516 -1.628227
47 H -0.570566 1.922854 -1.420361

Forces on atoms 1 to 6 (eV/Å):
O 0.201 0.292 -0.235
C 0.290 -0.116 0.257
N -0.348 -0.080 -0.025
C -0.160 0.081 -0.451
H -0.106 -0.043 0.186
C -0.075 0.125 0.104

Löwdin atomic charge list, values in e, 8 entries: 0.059, -0.427, -0.039, -0.146, 0.121, -0.168, -0.195, -0.179



Entry 4:
The molecule C3H9NS2 in a non-equilibrium geometry, computed with wB97M-V/def2-TZVPD.

Output
**Max |F|**: 1.914 eV/Å
**HOMO-LUMO gap**: 8.757 eV
**SMILES**: NCCCSS
**ΔE to the lowest compared entry with this formula, charge and spin**: 15.0 kcal per mole
**Net charge**: 0
**E**: -26417.028 eV

Atoms and positions in Å:
1 S -0.496083 0.036590 3.752260
2 S 0.192567 0.928855 2.004972
3 C -0.952129 0.251277 0.819070
4 C -0.446696 0.504381 -0.584651
5 C 0.701407 -0.428304 -1.007317
6 N 0.688933 -0.577132 -2.498847
7 H 0.030415 0.941001 4.596573
8 H -1.953209 0.681032 0.866537
9 H -1.069281 -0.830050 0.979105
10 H -0.187633 1.542204 -0.783445
11 H -1.204234 0.219604 -1.306447
12 H 0.521041 -1.427215 -0.633362
13 H 1.648060 -0.108893 -0.583030
14 H 0.967445 -1.537532 -2.722123
15 H 1.559402 -0.195821 -2.899302

Forces on atoms 1 to 6 (eV/Å):
S -0.091 -0.209 0.176
S 0.555 0.383 0.172
C -0.895 -0.339 -0.351
C 0.746 -1.018 -0.711
C -0.218 0.059 -0.581
N 1.871 -0.336 -0.218

Löwdin atomic charge list, values in e, 8 entries: 0.305, 0.433, -0.620, -0.295, -0.287, -0.022, -0.199, 0.078



Entry 5:
C2H3BiF4NO4S2 as an isolated structure in a non-equilibrium geometry, computed with wB97M-V/def2-TZVPD.

Output
**Max |F|**: 5.762 eV/Å
**HOMO-LUMO gap**: 9.737 eV
**Net charge**: +1
**E**: -50170.754 eV

Atoms and positions in Å:
1 N 0.300401 0.508806 0.488944
2 S 1.590925 1.857012 0.306646
3 O 2.036898 1.516615 -1.136527
4 O 2.614889 1.402697 1.273046
5 S -0.975398 0.844227 -0.412436
6 O -0.779941 0.309668 -1.806539
7 O -1.409358 2.231976 -0.394238
8 C -2.394719 -0.182921 0.242981
9 F -2.218263 -1.451765 -0.055615
10 F -2.465005 -0.020923 1.546491
11 F -3.498632 0.251915 -0.329121
12 Bi 1.228354 0.119692 -2.265972
13 F 1.724719 -1.544744 -1.468404
14 C 0.981469 -1.207443 0.803873
15 H 1.763391 -1.953783 0.635824
16 H 0.055480 -1.789871 0.822651
17 H 1.444784 -0.891159 1.748404

Forces on atoms 1 to 6 (eV/Å):
N 1.562 -1.680 -1.127
S 1.787 0.092 4.158
O 1.099 1.064 0.794
O -2.020 0.615 -2.218
S -2.027 2.038 1.039
O -1.255 -0.276 0.450

Löwdin atomic charge list, values in e, 8 entries: -0.391, 0.911, -0.699, -0.371, 0.665, -0.512, -0.210, -0.691



Entry 6:
A 5-piece molecular cluster, C6H20O4 overall in a non-equilibrium geometry, computed with wB97M-V/def2-TZVPD.

Output
**Max |F|**: 7.338 eV/Å
**HOMO-LUMO gap**: 10.114 eV
**SMILES**: C=C(CC)CC.O.O.O.O
**ΔE to the lowest compared entry with this formula, charge and spin**: 74.2 kcal per mole
**Net charge**: 0
**E**: -14733.236 eV

Atoms and positions in Å:
1 C -0.468079 -1.054289 2.473567
2 C -0.975501 -0.445567 1.172939
3 C -0.217948 0.849676 0.813920
4 C -0.572589 1.986289 1.377844
5 C 0.888686 0.844855 -0.235651
6 C 2.288796 0.696329 0.645396
7 H 0.632514 -1.435447 2.416116
8 H -1.126587 -1.969537 2.602674
9 H -0.386474 -0.294547 3.290812
10 H -0.923039 -1.037002 0.360924
11 H -2.131187 -0.165057 1.267523
12 H -1.456248 2.130985 1.993092
13 H -0.003411 2.950499 1.182318
14 H 1.023086 1.683582 -0.968883
15 H 0.668064 -0.058581 -0.854306
16 H 2.705023 1.574730 1.148197
17 H 3.049519 0.286093 -0.172657
18 H 2.201176 0.029877 1.556653
19 H 1.847119 -2.902481 -0.309486
20 H 1.464841 -2.672578 -1.736781
21 O 1.305220 -3.142171 -1.031757
22 H -1.134915 -0.440161 -1.167337
23 H -2.125358 -1.251876 -1.825125
24 O -1.477784 -0.529990 -2.027044
25 H -2.577114 0.762345 -1.565339
26 H -2.112766 1.669905 -0.311747
27 O -2.847261 1.313998 -0.846572
28 H 0.854088 -0.002492 -3.803427
29 H 0.508341 0.568479 -2.468792
30 O 1.099798 0.054140 -2.977079

Forces on atoms 1 to 6 (eV/Å):
C 1.378 -1.525 -0.176
C -1.603 4.134 2.381
C -0.666 0.512 -0.703
C 0.377 2.468 0.089
C 1.379 -1.064 1.983
C 0.328 -1.771 -2.246

Löwdin atomic charge list, values in e, 8 entries: -0.100, -0.232, -0.383, 0.014, -0.175, -0.062, 0.088, 0.091



Which value of net charge does entry 3 give?
0



Which formula does entry 2 have?
C32H42Cl3MgN5O3P



Look up the E of the fifth one.
-50170.754 eV